Record 1
Molecular formula: C7H16N2
Method: DFT, ωB97M-V/def2-TZVPD

Kohn-Sham gap   9.7 eV
Largest force on an atom   2.98 eV Å⁻¹
Total charge   0
Structure (SMILES)   [H]/N=C\NC(C)(CC)CC

XYZ file:
```
25
Properties=species:S:1:pos:R:3:lowdin_charge:R:1
H 2.79 1.77 -1.78 0.038
N 2.92 1.49 -0.80 0.086
C 2.12 0.59 -0.41 -0.338
N 1.12 0.00 -1.20 0.024
C -0.15 -0.26 -0.55 -0.512
C -1.21 -0.46 -1.62 -0.040
C -0.04 -1.47 0.39 -0.204
C -1.36 -1.91 1.02 -0.092
C -0.51 1.14 0.31 -0.165
C 0.24 1.61 1.55 -0.113
H 2.33 0.05 0.51 0.119
H 1.00 0.49 -2.07 0.121
H -1.03 -1.39 -2.17 0.092
H -2.20 -0.51 -1.17 0.079
H -1.20 0.37 -2.33 0.084
H 0.38 -2.29 -0.19 0.119
H 0.68 -1.24 1.18 0.096
H -2.05 -2.27 0.27 0.068
H -1.17 -2.73 1.71 0.073
H -1.82 -1.10 1.57 0.071
H -0.57 1.95 -0.42 0.107
H -1.53 0.94 0.62 0.086
H 0.36 0.81 2.28 0.071
H -0.32 2.42 2.03 0.076
H 1.21 2.02 1.29 0.052
```

---

Record 2
Molecular formula: C15H39Br2Cl2N3O3
Method: DFT, ωB97M-V/def2-TZVPD

Kohn-Sham gap   9.6 eV
Largest force on an atom   3.27 eV Å⁻¹
Total charge   0
Structure (SMILES)   COC[C@H](C)N.COC[C@H](C)N.COC[C@H](C)N.BrCCBr.ClCCl

XYZ file:
```
64
Properties=species:S:1:pos:R:3:lowdin_charge:R:1
C -2.89 -3.20 -2.20 -0.097
O -4.18 -3.48 -1.60 -0.188
C -5.04 -4.36 -2.21 -0.260
C -6.59 -4.26 -1.79 -0.402
C -6.67 -5.10 -0.47 -0.064
N -7.62 -4.62 -2.76 0.042
H -2.58 -2.27 -1.73 0.055
H -3.03 -3.22 -3.29 0.087
H -2.16 -3.96 -1.92 0.050
H -5.10 -4.23 -3.30 0.105
H -4.74 -5.39 -2.06 0.116
H -6.57 -3.17 -1.73 0.130
H -7.59 -4.93 0.09 0.067
H -5.88 -4.96 0.27 0.072
H -6.56 -6.16 -0.69 0.070
H -7.17 -4.24 -3.58 0.056
H -7.42 -5.58 -2.99 0.064
C 3.08 6.21 -2.11 -0.133
O 2.18 5.39 -2.78 -0.199
C 2.71 4.75 -3.96 -0.147
C 1.47 3.97 -4.62 -0.391
C 1.04 2.65 -3.99 -0.081
N 1.72 3.69 -6.03 0.009
H 3.87 5.64 -1.61 0.088
H 2.64 6.90 -1.39 0.086
H 3.49 6.92 -2.83 0.082
H 3.09 5.49 -4.66 0.115
H 3.53 4.07 -3.72 0.118
H 0.62 4.66 -4.61 0.130
H 1.86 2.14 -3.48 0.057
H 0.43 1.95 -4.56 0.074
H 0.40 2.72 -3.11 0.065
H 0.94 3.18 -6.43 0.065
H 2.52 3.08 -6.05 0.067
C 3.52 1.25 7.82 -0.133
O 3.35 1.83 6.57 -0.187
C 3.20 0.86 5.51 -0.207
C 2.17 1.39 4.51 -0.427
C 1.63 0.17 3.75 -0.070
N 2.79 2.36 3.63 0.041
H 2.63 0.65 7.99 0.087
H 3.51 2.08 8.53 0.088
H 4.44 0.69 7.99 0.088
H 4.13 0.50 5.08 0.131
H 2.78 -0.05 5.94 0.109
H 1.41 1.89 5.12 0.142
H 2.23 -0.74 3.76 0.064
H 1.34 0.45 2.74 0.006
H 0.73 -0.07 4.32 0.074
H 2.69 3.27 4.07 0.074
H 3.75 2.10 3.81 0.064
Br 1.63 1.78 0.29 0.636
C 1.63 0.20 -0.91 -0.632
C 0.28 -0.55 -0.59 -0.608
Br 0.40 -2.39 -1.43 0.604
H 2.54 -0.31 -0.61 0.044
H 1.66 0.43 -1.98 0.034
H -0.57 0.06 -0.87 0.060
H 0.13 -0.66 0.49 0.018
Cl 2.10 -3.54 1.99 0.479
C 0.35 -3.50 2.37 -1.036
Cl -0.02 -3.65 4.08 0.519
H 0.00 -2.50 2.10 -0.003
H -0.22 -4.27 1.86 0.031
```

---

Record 3
Molecular formula: C22H44O44S11
Method: DFT, ωB97M-V/def2-TZVPD

Kohn-Sham gap   10.2 eV
Largest force on an atom   4.57 eV Å⁻¹
Total charge   0
Structure (SMILES)   O=S1(=O)OCCO1.O=S1(=O)OCCO1.O=S1(=O)OCCO1.O=S1(=O)OCCO1.O=S1(=O)OCCO1.O=S1(=O)OCCO1.O=S1(=O)OCCO1.O=S1(=O)OCCO1.O=S1(=O)OCCO1.O=S1(=O)OCCO1.O=S1(=O)OCCO1

XYZ file:
```
121
Properties=species:S:1:pos:R:3:lowdin_charge:R:1
O -5.37 -0.64 4.17 -0.250
S -5.26 0.77 3.82 0.778
O -6.22 1.77 4.38 -0.271
O -3.73 1.28 4.26 -0.206
C -3.09 1.87 3.16 -0.179
C -3.53 1.04 1.91 -0.142
O -4.93 0.99 2.19 -0.225
H -3.45 2.89 3.10 0.123
H -2.02 1.89 3.39 0.100
H -3.17 0.02 1.95 0.093
H -3.23 1.47 0.96 0.126
O -4.84 0.44 -3.98 -0.234
S -4.23 0.72 -2.70 0.783
O -3.29 1.81 -2.45 -0.231
O -5.53 0.95 -1.59 -0.195
C -5.97 -0.18 -0.96 -0.218
C -4.98 -1.32 -1.29 -0.166
O -3.88 -0.75 -1.93 -0.236
H -6.16 0.02 0.10 0.117
H -6.94 -0.54 -1.28 0.122
H -5.38 -2.09 -1.95 0.130
H -4.60 -1.77 -0.38 0.124
O -0.16 1.33 1.81 -0.246
S -0.38 1.09 0.38 0.688
O -0.89 2.23 -0.40 -0.245
O 0.88 0.49 -0.35 -0.192
C 0.72 -0.84 -0.83 -0.140
C -0.80 -0.99 -1.08 -0.129
O -1.18 -0.34 0.13 -0.223
H 1.41 -1.14 -1.61 0.111
H 0.85 -1.47 0.05 0.105
H -1.08 -2.03 -1.25 0.110
H -1.20 -0.37 -1.88 0.121
O 0.09 6.41 2.69 -0.258
S -0.92 5.73 1.87 0.766
O -0.55 4.48 1.20 -0.247
O -2.34 5.49 2.74 -0.222
C -3.17 6.66 2.80 -0.142
C -2.86 7.36 1.46 -0.161
O -1.71 6.78 0.84 -0.219
H -4.21 6.33 2.76 0.136
H -2.95 7.35 3.61 0.131
H -2.54 8.41 1.49 0.130
H -3.57 7.17 0.66 0.132
O -2.63 -2.82 -4.15 -0.247
S -1.98 -3.97 -3.49 0.761
O -2.16 -4.20 -2.05 -0.226
O -2.30 -5.28 -4.45 -0.208
C -1.41 -5.39 -5.60 -0.108
C -0.35 -4.27 -5.36 -0.206
O -0.38 -3.99 -4.00 -0.262
H -0.96 -6.34 -5.88 0.129
H -1.93 -5.05 -6.50 0.124
H -0.55 -3.30 -5.82 0.113
H 0.69 -4.60 -5.41 0.129
O 5.69 2.30 1.56 -0.238
S 4.26 2.31 1.81 0.659
O 3.53 1.13 2.23 -0.239
O 3.81 3.54 2.74 -0.193
C 2.48 3.89 2.43 -0.197
C 2.52 3.95 0.90 -0.112
O 3.51 2.94 0.50 -0.222
H 1.85 3.04 2.69 0.103
H 2.18 4.84 2.87 0.128
H 2.95 4.88 0.52 0.137
H 1.61 3.60 0.42 0.108
O 7.81 -1.83 -2.74 -0.264
S 6.56 -1.16 -3.15 0.744
O 6.43 -0.97 -4.64 -0.272
O 5.18 -1.85 -2.50 -0.219
C 5.09 -1.37 -1.10 -0.131
C 5.51 0.07 -1.15 -0.178
O 6.28 0.18 -2.32 -0.203
H 4.06 -1.45 -0.77 0.121
H 5.66 -1.96 -0.38 0.135
H 6.15 0.30 -0.29 0.129
H 4.75 0.84 -1.25 0.137
O 1.94 -2.18 -3.65 -0.258
S 2.07 -1.13 -4.70 0.759
O 2.57 0.17 -4.37 -0.207
O 2.77 -1.64 -6.11 -0.204
C 1.86 -1.69 -7.21 -0.153
C 0.77 -0.63 -6.83 -0.179
O 0.57 -0.95 -5.47 -0.213
H 2.48 -1.39 -8.06 0.137
H 1.35 -2.65 -7.35 0.113
H -0.10 -0.96 -7.40 0.129
H 1.00 0.39 -7.13 0.134
O -3.71 -2.41 2.22 -0.243
S -2.54 -2.72 3.05 0.796
O -2.48 -4.02 3.72 -0.242
O -1.10 -2.53 2.17 -0.235
C -0.03 -2.45 3.07 -0.186
C -0.56 -1.34 4.03 -0.158
O -1.97 -1.43 3.97 -0.220
H 0.22 -3.44 3.46 0.128
H 0.84 -2.00 2.59 0.126
H -0.26 -0.36 3.67 0.095
H -0.30 -1.47 5.08 0.134
O 2.51 -3.85 0.78 -0.241
S 1.85 -4.38 -0.43 0.808
O 0.44 -3.93 -0.67 -0.262
O 2.77 -4.15 -1.82 -0.216
C 2.45 -5.13 -2.83 -0.173
C 1.77 -6.25 -2.07 -0.186
O 1.94 -6.04 -0.66 -0.187
H 1.75 -4.74 -3.57 0.081
H 3.25 -5.65 -3.35 0.135
H 2.38 -7.12 -2.31 0.131
H 0.73 -6.36 -2.40 0.127
O -0.77 4.18 5.42 -0.228
S 0.24 3.15 5.51 0.792
O 0.14 1.97 4.63 -0.253
O 1.80 3.85 5.58 -0.207
C 2.52 3.42 6.70 -0.201
C 1.48 3.16 7.78 -0.209
O 0.34 2.66 7.14 -0.188
H 3.07 2.51 6.44 0.133
H 3.22 4.19 7.00 0.140
H 1.23 4.10 8.27 0.132
H 1.95 2.48 8.49 0.136
```

---

Record 4
Molecular formula: C8H14FI2N2O
Method: DFT, ωB97M-V/def2-TZVPD

Kohn-Sham gap   8.6 eV
Largest force on an atom   4.43 eV Å⁻¹
Total charge   +1

XYZ file:
```
28
Properties=species:S:1:pos:R:3:lowdin_charge:R:1
C -1.74 0.55 0.40 -0.432
C -1.16 -1.49 -0.80 -0.115
C 0.41 0.33 -0.92 -0.150
C -0.11 -2.41 -0.15 -0.068
C 1.39 -0.53 -0.18 -0.195
C -2.43 2.62 1.62 -0.080
C -1.36 1.97 0.76 -0.160
C 3.42 0.07 -0.54 -1.296
N -0.89 -0.11 -0.48 -0.066
N 1.25 -1.93 -0.57 0.048
O -2.71 -0.02 0.82 0.103
F 3.51 -0.14 -1.85 -0.131
I 3.59 2.11 -0.01 0.910
I 4.57 -1.37 0.55 0.892
H -1.17 -1.64 -1.88 0.141
H -2.15 -1.73 -0.40 0.138
H 0.57 1.38 -0.69 0.090
H 0.51 0.20 -2.00 0.146
H -0.18 -2.33 0.94 0.149
H -0.25 -3.44 -0.45 0.143
H 1.36 -0.42 0.90 0.132
H -2.64 2.00 2.49 0.082
H -3.36 2.74 1.06 0.086
H -2.10 3.60 1.96 0.080
H -0.41 1.96 1.30 0.119
H -1.23 2.55 -0.16 0.125
H 2.00 -2.51 -0.15 0.117
H 1.32 -2.00 -1.59 0.190
```

---

Record order is preserved below.
LUMO: 0.034, 0.013, -0.010, -0.153 Ha
Record order is preserved below.
ΔE to the lowest compared entry with this formula, charge and spin: 99.04, 144.66, 714.00, 167.46 kJ/mol
Record order is preserved below.
E_HOMO: -8.73, -9.27, -10.45, -12.75 eV